Arrangement 1

Entry from the OMol25 dataset: a cluster of 2 separate species, C3H10NO in total (wB97M-V/def2-TZVPD).

The LUMO energy is -3.55 eV. The net charge is +1.

Element x y z (Å)
C 0.297 1.952 -1.182
N -0.706 1.413 -0.267
H 0.811 1.259 -1.873
H 0.940 2.621 -0.430
H -0.082 2.766 -1.801
H -0.254 1.409 0.636
H -1.490 2.050 -0.001
H -0.879 0.372 -0.267
C 1.278 -1.438 0.337
C 0.025 -1.661 0.196
O -0.814 -0.918 0.935
H 1.719 -1.049 1.275
H 2.071 -1.821 -0.398
H -0.448 -2.154 -0.694
H -0.534 -1.127 1.840

Arrangement 2

Entry from the OMol25 dataset: a cluster of 2 separate species, C3H10NO in total (wB97M-V/def2-TZVPD).

The LUMO energy is -3.61 eV. The net charge is +1.

Element x y z (Å)
C -2.209 0.431 1.257
N -0.714 0.665 1.282
H -2.507 -0.119 0.376
H -2.737 1.396 1.299
H -2.359 -0.105 2.189
H -0.269 -0.112 1.808
H -0.194 0.687 0.385
H -0.502 1.501 1.827
C 1.474 -1.631 -1.550
C 1.872 -0.384 -1.351
O 1.114 0.762 -1.143
H 0.457 -1.962 -1.523
H 2.224 -2.379 -1.777
H 2.936 -0.148 -1.277
H 1.414 1.398 -1.804

arrangement 2 comes first in stability; the runner-up is 0.0498 hartree higher.

Arrangement 1

Entry from the OMol25 dataset: a cluster of 2 separate species, C3H10NO in total (wB97M-V/def2-TZVPD).

The LUMO energy is -3.81 eV. The net charge is +1.

Element x y z (Å)
C 1.003 -1.745 0.650
C 0.713 -0.516 0.280
O -0.216 0.270 0.999
C 1.283 0.218 -0.881
H 1.740 -2.276 0.071
H 0.550 -2.234 1.496
H -0.387 -0.174 1.841
H 2.360 0.089 -0.922
H 0.869 -0.122 -1.832
H 1.100 1.292 -0.793
N -2.003 1.190 -0.789
H -1.337 0.805 -0.047
H -1.450 1.519 -1.581
H -2.631 0.451 -1.112
H -2.551 1.960 -0.405

Arrangement 2

Entry from the OMol25 dataset: a cluster of 2 separate species, C3H10NO in total (wB97M-V/def2-TZVPD).

The LUMO energy is -3.42 eV. The net charge is +1.

Element x y z (Å)
C 1.614 1.443 -0.793
N 1.674 0.168 0.057
H 0.662 1.931 -0.680
H 2.560 1.954 -0.625
H 1.693 1.072 -1.815
H 0.689 0.063 0.456
H 2.272 0.185 0.880
H 2.038 -0.645 -0.430
C -1.598 -0.500 -0.903
C -1.785 -0.581 0.412
O -0.583 -0.706 1.165
H -2.390 -0.066 -1.501
H -0.674 -0.870 -1.315
H -2.647 -0.413 1.042
H -0.743 -0.923 2.084

arrangement 1 comes first in stability; the runner-up is 0.0316 hartree higher.

Arrangement 1

Entry from the OMol25 dataset: a structure of composition C36H18Cl3F5N4O5SSeY (wB97M-V/def2-TZVPD).

The LUMO energy is 2.18 eV. The net charge is -1.

Element x y z (Å)
Y -0.398 -0.366 0.931
C 4.140 -0.180 2.169
C 4.712 0.710 1.273
C 3.949 1.208 0.235
C 2.621 0.805 0.084
N 2.063 -0.015 1.000
C 2.807 -0.497 1.999
C 1.761 1.262 -1.040
C 2.327 1.913 -2.139
C 1.529 2.343 -3.186
C 0.160 2.112 -3.137
C -0.386 1.447 -2.047
C 0.379 1.000 -0.965
H 4.696 -0.603 2.994
H 5.743 1.019 1.386
H 4.378 1.915 -0.458
H 2.303 -1.150 2.701
H 3.397 2.069 -2.207
H 1.974 2.844 -4.038
H -0.476 2.445 -3.951
H -1.459 1.266 -2.051
O 1.550 -3.878 1.770
C 1.121 -3.199 0.855
O -0.002 -2.559 0.819
C 1.962 -3.072 -0.412
C 3.141 -3.845 -0.534
C 3.887 -3.727 -1.666
C 3.467 -2.837 -2.685
C 4.177 -2.651 -3.896
C 3.717 -1.775 -4.838
C 2.529 -1.043 -4.612
C 1.825 -1.200 -3.453
C 2.279 -2.105 -2.465
N 1.546 -2.239 -1.326
H 3.406 -4.501 0.282
H 4.798 -4.299 -1.803
H 5.090 -3.214 -4.059
H 4.266 -1.634 -5.761
H 2.182 -0.341 -5.360
H 0.923 -0.637 -3.246
O -1.996 3.330 0.611
C -2.647 2.324 0.776
N -2.249 1.208 1.481
S -3.414 0.106 1.605
O -2.816 -1.125 1.073
O -4.047 -0.004 2.882
C -4.539 0.871 0.466
C -5.762 0.449 -0.012
C -6.451 1.319 -0.848
C -5.927 2.570 -1.167
C -4.699 2.980 -0.663
C -4.009 2.111 0.159
H -6.162 -0.522 0.249
H -7.409 1.022 -1.256
H -6.487 3.228 -1.820
H -4.270 3.944 -0.903
F -1.710 4.782 5.579
C -1.397 3.537 5.191
C -1.864 2.447 5.899
F -2.635 2.646 6.979
C -1.535 1.166 5.496
F -2.019 0.153 6.224
C -0.740 0.917 4.382
Se -0.348 -0.846 3.813
C -0.292 2.039 3.702
F 0.481 1.888 2.605
C -0.600 3.331 4.082
F -0.133 4.381 3.399
Cl -3.390 -4.842 -2.143
C -2.096 -4.217 -1.083
Cl -2.550 -4.430 0.599
Cl -0.584 -5.064 -1.430
C -1.938 -2.792 -1.392
N -1.847 -1.692 -1.698

Arrangement 2

Entry from the OMol25 dataset: a structure of composition C36H18Cl3F5N4O5SSeY (wB97M-V/def2-TZVPD).

The LUMO energy is 2.14 eV. The net charge is -1.

Element x y z (Å)
Y -0.506 0.585 0.178
C -1.893 -0.878 4.475
C -0.885 -0.387 5.294
C 0.052 0.479 4.772
C -0.017 0.854 3.430
N -0.988 0.356 2.640
C -1.892 -0.482 3.154
C 0.959 1.782 2.799
C 1.892 2.464 3.581
C 2.835 3.287 2.988
C 2.823 3.454 1.609
C 1.860 2.801 0.848
C 0.917 1.926 1.402
H -2.645 -1.564 4.837
H -0.829 -0.684 6.335
H 0.843 0.856 5.402
H -2.635 -0.860 2.462
H 1.899 2.369 4.661
H 3.566 3.805 3.600
H 3.553 4.102 1.134
H 1.858 2.981 -0.225
O -1.569 4.077 -2.066
C -1.360 2.933 -1.697
O -1.460 2.458 -0.508
C -0.965 1.905 -2.759
C -0.908 2.320 -4.105
C -0.626 1.401 -5.062
C -0.384 0.058 -4.691
C -0.086 -0.947 -5.642
C 0.181 -2.223 -5.242
C 0.168 -2.545 -3.866
C -0.130 -1.597 -2.931
C -0.428 -0.269 -3.320
N -0.735 0.673 -2.370
H -1.100 3.361 -4.317
H -0.577 1.677 -6.109
H -0.066 -0.679 -6.695
H 0.408 -2.990 -5.973
H 0.402 -3.554 -3.548
H -0.114 -1.847 -1.883
O 1.993 1.083 -1.953
C 2.353 0.304 -1.091
N 1.524 -0.550 -0.392
S 2.362 -1.407 0.723
O 1.950 -1.068 2.058
O 2.399 -2.809 0.389
C 3.940 -0.686 0.387
C 5.162 -0.899 0.995
C 6.236 -0.146 0.540
C 6.079 0.783 -0.489
C 4.841 0.979 -1.086
C 3.776 0.226 -0.630
H 5.273 -1.616 1.800
H 7.209 -0.281 0.997
H 6.932 1.363 -0.819
H 4.685 1.702 -1.879
F -7.983 1.111 0.639
C -6.799 0.541 0.376
C -5.631 1.129 0.809
F -5.682 2.274 1.498
C -4.425 0.518 0.530
F -3.313 1.114 0.970
C -4.314 -0.669 -0.177
Se -2.635 -1.455 -0.528
C -5.515 -1.231 -0.595
F -5.526 -2.379 -1.283
C -6.737 -0.642 -0.330
F -7.875 -1.213 -0.753
Cl -0.298 -5.214 -0.690
C -0.220 -4.971 1.065
Cl -1.625 -5.743 1.846
Cl 1.265 -5.667 1.707
C -0.306 -3.530 1.328
N -0.516 -2.410 1.446

arrangement 1 comes first in stability; the runner-up is 0.0091 hartree higher.

Arrangement 1

Entry from the OMol25 dataset: a cluster of 2 separate species, C2H9N3O in total (wB97M-V/def2-TZVPD).

As for the SMILES: [H]/N=C(\N)NC.O. The LUMO energy is 0.79 eV.

Element x y z (Å)
H -0.071 1.235 -1.515
N -0.436 0.846 -0.649
C 0.532 0.611 0.155
N 1.881 0.738 -0.124
N 0.289 0.075 1.387
C -0.994 -0.527 1.691
H 2.524 0.647 0.639
H 2.172 1.367 -0.846
H 1.049 -0.313 1.916
H -1.732 0.216 1.998
H -1.367 -1.158 0.887
H -0.872 -1.146 2.582
O -0.737 -1.163 -2.721
H -1.434 -0.962 -3.355
H -0.803 -0.468 -2.045

Arrangement 2

Entry from the OMol25 dataset: a cluster of 2 separate species, C2H9N3O in total (wB97M-V/def2-TZVPD).

As for the SMILES: [H]/N=C(\N)NC.O. The LUMO energy is 0.71 eV.

Element x y z (Å)
H -1.613 -1.085 1.272
N -1.144 -0.187 1.217
C -0.621 -0.024 0.050
N -0.403 -1.032 -0.870
N -0.299 1.197 -0.438
C -0.665 2.478 0.174
H 0.497 -1.002 -1.330
H -0.495 -1.984 -0.565
H -0.011 1.347 -1.386
H -1.034 2.514 1.193
H 0.226 3.105 0.171
H -1.496 2.866 -0.414
O 2.296 -2.726 -0.092
H 1.833 -3.229 0.564
H 2.929 -2.237 0.452

arrangement 1 comes first in stability; the runner-up is 0.0182 hartree higher.

Arrangement 1

Entry from the OMol25 dataset: an isolated molecule of C21H25N3O5S (wB97M-V/def2-TZVPD).

As for the SMILES: Cc1ccc(CNC(=O)C(=O)NC[C@H]2OCCN2S(=O)(=O)c2ccc(C)cc2)cc1. The LUMO energy is 0.64 eV.

Element x y z (Å)
C -7.856 -0.772 0.913
C -6.488 -0.596 0.330
C -5.594 -1.662 0.299
C -4.337 -1.515 -0.255
C -3.941 -0.296 -0.792
C -2.556 -0.148 -1.365
N -1.556 -0.321 -0.336
C -0.622 -1.272 -0.333
O -0.427 -2.103 -1.205
C 0.279 -1.172 0.899
O 0.143 -0.272 1.712
N 1.178 -2.163 0.964
C 2.395 -2.032 1.717
C 3.537 -1.607 0.769
O 3.952 -2.733 0.029
C 4.158 -2.331 -1.311
C 3.145 -1.201 -1.512
N 3.068 -0.617 -0.185
S 3.570 0.983 0.000
O 4.214 1.098 1.275
O 4.286 1.391 -1.177
C 1.985 1.791 0.033
C 1.438 2.190 1.236
C 0.176 2.754 1.249
C -0.544 2.914 0.068
C -1.920 3.506 0.103
C 0.033 2.514 -1.132
C 1.296 1.948 -1.153
C -4.826 0.770 -0.757
C -6.087 0.619 -0.206
H -7.814 -1.367 1.823
H -8.499 -1.293 0.203
H -8.311 0.189 1.140
H -5.890 -2.615 0.712
H -3.652 -2.350 -0.275
H -2.362 -0.919 -2.116
H -2.437 0.838 -1.825
H -1.560 0.291 0.471
H 1.195 -2.786 0.163
H 2.664 -2.981 2.183
H 2.236 -1.262 2.474
H 4.366 -1.182 1.356
H 3.992 -3.198 -1.950
H 5.181 -1.955 -1.442
H 3.485 -0.447 -2.219
H 2.161 -1.584 -1.807
H 2.008 2.051 2.140
H -0.263 3.062 2.186
H -2.605 2.845 0.633
H -2.302 3.671 -0.901
H -1.909 4.459 0.630
H -0.506 2.647 -2.059
H 1.759 1.640 -2.077
H -4.534 1.725 -1.171
H -6.766 1.460 -0.190

Arrangement 2

Entry from the OMol25 dataset: an isolated molecule of C21H25N3O5S (wB97M-V/def2-TZVPD).

As for the SMILES: COCCOC(=O)c1c(NC(=O)CN2c3ccccc3C[C@@H]2C)sc(C(N)=O)c1C. The LUMO energy is 0.24 eV.

Element x y z (Å)
C 3.585 3.883 2.519
O 4.119 4.599 1.429
C 4.687 3.797 0.428
C 3.661 3.036 -0.415
O 3.378 1.782 0.204
C 2.389 1.069 -0.333
O 1.747 1.470 -1.294
C 2.134 -0.211 0.317
C 1.092 -1.007 -0.137
N 0.255 -0.703 -1.172
C -0.755 -1.541 -1.536
O -0.923 -2.594 -0.956
C -1.629 -1.027 -2.678
N -3.001 -0.868 -2.297
C -3.430 -0.010 -1.313
C -2.719 0.949 -0.611
C -3.403 1.723 0.317
C -4.757 1.552 0.540
C -5.471 0.596 -0.177
C -4.805 -0.175 -1.097
C -5.318 -1.243 -2.021
C -4.031 -1.852 -2.614
C -3.736 -3.223 -2.006
S 0.924 -2.462 0.741
C 2.291 -2.028 1.754
C 2.736 -2.942 2.819
N 2.007 -4.079 2.940
O 3.684 -2.725 3.551
C 2.827 -0.813 1.413
C 3.994 -0.185 2.092
H 3.249 4.628 3.237
H 4.349 3.246 2.982
H 2.736 3.259 2.222
H 5.230 4.490 -0.218
H 5.394 3.074 0.861
H 2.737 3.618 -0.507
H 4.053 2.850 -1.420
H 0.469 0.195 -1.619
H -1.584 -1.750 -3.498
H -1.234 -0.068 -3.034
H -1.663 1.105 -0.771
H -2.861 2.473 0.874
H -5.264 2.164 1.271
H -6.530 0.464 -0.013
H -5.945 -0.800 -2.798
H -5.911 -1.992 -1.497
H -4.095 -1.948 -3.706
H -4.534 -3.918 -2.257
H -2.796 -3.626 -2.376
H -3.662 -3.140 -0.925
H 1.215 -4.289 2.359
H 2.274 -4.733 3.656
H 4.773 0.034 1.365
H 3.692 0.754 2.552
H 4.379 -0.854 2.854

Arrangement 3

Entry from the OMol25 dataset: an isolated molecule of C21H25N3O5S (wB97M-V/def2-TZVPD).

As for the SMILES: COc1cccc(N2CCN(S(=O)(=O)c3ccc4c(c3)N(C(C)=O)CCO4)CC2)c1. The LUMO energy is 0.50 eV.

Element x y z (Å)
C -1.903 4.064 -0.826
O -0.980 3.099 -0.387
C -1.468 1.965 0.222
C -2.794 1.553 0.158
C -3.139 0.367 0.781
C -2.215 -0.388 1.471
C -0.876 0.022 1.554
N 0.064 -0.730 2.226
C -0.310 -1.994 2.826
C 0.953 -2.777 3.235
N 2.083 -2.444 2.412
S 2.166 -3.169 0.913
O 3.485 -2.919 0.414
O 1.742 -4.527 1.102
C 0.999 -2.353 -0.176
C -0.241 -2.918 -0.404
C -1.124 -2.272 -1.245
C -0.779 -1.062 -1.841
C 0.487 -0.498 -1.610
C 1.378 -1.179 -0.789
N 0.842 0.701 -2.263
C 1.703 1.612 -1.706
C 1.960 2.870 -2.504
O 2.238 1.428 -0.635
C 0.075 0.919 -3.472
C -1.409 0.788 -3.129
O -1.707 -0.509 -2.667
C 2.474 -1.053 2.491
C 1.260 -0.160 2.801
C -0.527 1.207 0.903
H -1.312 4.935 -1.108
H -2.600 4.344 -0.031
H -2.474 3.723 -1.699
H -3.545 2.126 -0.362
H -4.165 0.030 0.735
H -2.550 -1.289 1.956
H -0.865 -2.573 2.086
H -0.951 -1.847 3.711
H 1.222 -2.568 4.275
H 0.787 -3.849 3.126
H -0.482 -3.863 0.054
H -2.099 -2.679 -1.461
H 2.375 -0.804 -0.639
H 1.060 3.480 -2.545
H 2.731 3.432 -1.983
H 2.304 2.645 -3.511
H 0.266 1.902 -3.893
H 0.342 0.152 -4.209
H -2.038 0.948 -4.008
H -1.666 1.519 -2.354
H 3.228 -0.940 3.279
H 2.932 -0.787 1.541
H 1.436 0.838 2.411
H 1.132 -0.082 3.892
H 0.488 1.565 0.882

arrangement 2 comes first in stability; the runner-up is 0.0132 hartree higher.

Arrangement 1

Entry from the OMol25 dataset: an isolated molecule of CH2O2S (wB97M-V/def2-TZVPD).

As for the SMILES: O=COS. The LUMO energy is 0.02 eV.

Element x y z (Å)
O 1.616 -1.007 0.849
C 0.711 -0.279 0.689
O 0.021 -0.235 -0.484
S -1.165 0.946 -0.783
H 0.580 0.565 1.467
H -1.763 0.010 -1.739

Arrangement 2

Entry from the OMol25 dataset: an isolated molecule of CH2O2S (wB97M-V/def2-TZVPD).

As for the SMILES: O=COS. The LUMO energy is 0.41 eV.

Element x y z (Å)
O -2.749 -0.294 0.080
C -1.560 -0.495 0.204
O -0.450 -1.424 -0.325
S 0.974 -0.837 0.219
H -0.982 0.175 0.847
H 1.090 0.359 -0.585

arrangement 1 comes first in stability; the runner-up is 0.0186 hartree higher.

Arrangement 1

Entry from the OMol25 dataset: a cluster of 2 separate species, CH2O2S in total (wB97M-V/def2-TZVPD).

The LUMO energy is 0.67 eV.

Element x y z (Å)
C -0.869 -1.550 -4.388
O 0.048 -1.029 -3.921
O -0.243 -0.694 -1.369
S 0.185 0.100 0.040
H 1.030 -0.911 0.431
H 0.222 -0.607 -2.225

Arrangement 2

Entry from the OMol25 dataset: a cluster of 2 separate species, CH2O2S in total (wB97M-V/def2-TZVPD).

The LUMO energy (alpha / beta) is -2.51 / -2.51 eV.

Element x y z (Å)
C 1.284 0.273 -0.189
O 3.720 0.441 0.032
O -0.590 -1.274 -0.102
S 2.626 -0.519 0.159
H 0.731 1.113 -0.541
H -1.010 -0.934 0.692

Arrangement 3

Entry from the OMol25 dataset: an isolated molecule of CH2O2S (wB97M-V/def2-TZVPD).

As for the SMILES: SC1OO1. The LUMO energy is 0.68 eV.

Element x y z (Å)
S -1.551 0.127 0.195
C 0.155 0.160 -0.425
O 1.106 0.870 0.216
O 1.021 -0.616 0.317
H -0.875 -0.610 1.169
H 0.144 0.069 -1.472

arrangement 1 comes first in stability; the runner-up is 0.0931 hartree higher.

Arrangement 1

Entry from the OMol25 dataset: a cluster of 2 separate species, H2N3O2S in total (wB97M-V/def2-TZVPD).

The LUMO energy (alpha / beta) is 2.41 / 2.40 eV. The net charge is -1.

Element x y z (Å)
N 0.467 -0.336 0.167
N 0.146 1.991 0.770
N -0.340 1.574 1.991
O 1.245 2.568 0.836
O 0.363 1.638 3.014
S -1.934 1.218 1.865
H 0.070 -0.961 0.897
H 1.374 -0.252 0.546

Arrangement 2

Entry from the OMol25 dataset: a cluster of 2 separate species, H2N3O2S in total (wB97M-V/def2-TZVPD).

The LUMO energy (alpha / beta) is 3.75 / 3.76 eV. The net charge is -1.

Element x y z (Å)
N -1.592 0.010 -0.277
N 0.203 0.713 0.060
N 1.154 -0.165 -0.002
O 0.277 1.934 -0.080
O 2.321 0.264 0.173
S 0.814 -1.795 -0.027
H -1.885 -0.032 0.697
H -1.291 -0.930 -0.544

arrangement 2 comes first in stability; the runner-up is 0.0220 hartree higher.